[1]
Molecular formula: C26H22N4O4RuS3Si
Method: DFT, ωB97M-V/def2-TZVPD

```
61
Properties=species:S:1:pos:R:3:forces:R:3:mulliken_charge:R:1
Ru 0.005 1.467 0.166 -0.069 0.608 0.116 1.06
S 2.149 0.985 -0.183 0.041 -0.022 0.027 -0.34
S 0.403 3.521 -0.771 0.102 -0.007 0.147 -0.47
S -0.204 1.556 3.000 0.092 -0.062 -0.143 1.25
Si -2.299 1.949 -2.026 0.161 0.090 -0.138 -0.38
O -1.307 2.232 3.616 0.017 -0.014 0.034 -0.69
O 0.700 2.381 2.191 -0.092 0.056 0.063 -0.62
O -0.198 -1.952 1.944 0.014 -0.044 -0.004 -0.62
O 0.384 -1.291 -1.082 0.069 -0.030 -0.302 0.58
N 3.170 5.910 -1.339 -0.007 0.000 -0.015 -0.53
N -1.380 0.827 -1.024 -0.065 -0.388 0.132 0.27
N -0.597 0.326 2.024 -0.025 -0.169 0.015 -0.33
N 5.478 2.569 -0.527 -0.004 0.000 0.006 -0.53
C -3.151 -0.803 -0.573 0.085 -0.022 0.069 0.06
C 2.965 -3.854 -0.952 0.000 0.002 -0.002 -0.68
C 0.620 -0.694 3.807 -0.005 -0.007 -0.033 0.22
C -3.622 -2.106 -0.511 -0.045 0.036 0.013 -0.98
C 2.020 -2.927 -0.538 -0.007 0.005 -0.024 0.30
C 2.135 3.619 -0.750 -0.019 -0.057 -0.122 0.62
C 1.873 -1.293 5.735 -0.005 -0.006 -0.009 -0.55
C 0.683 0.626 4.198 0.034 -0.082 0.052 0.30
C -1.290 2.457 -3.523 -0.038 -0.012 -0.003 -0.98
C -1.819 -0.512 -0.870 -0.180 0.157 0.051 -0.08
C 1.928 0.046 6.118 0.003 0.008 0.006 -0.41
C -2.933 3.396 -1.016 -0.015 0.014 0.066 -1.03
C 1.441 -2.506 -2.846 0.034 -0.030 -0.001 -0.02
C -1.405 -2.909 -0.945 -0.075 0.014 0.016 -0.46
C -2.751 -3.161 -0.721 0.040 -0.074 -0.014 -0.85
C 2.899 2.529 -0.487 -0.063 -0.040 -0.022 0.45
C 2.720 4.884 -1.079 -0.009 -0.037 0.033 -0.14
C 4.327 2.569 -0.514 -0.031 0.001 -0.018 -0.15
C -0.106 -0.878 2.494 -0.031 0.152 -0.022 0.21
C 3.150 -4.112 -2.304 0.013 -0.015 0.016 -0.43
C -3.853 1.198 -2.776 0.018 -0.082 -0.119 -1.19
C 1.270 -2.260 -1.494 -0.026 -0.004 0.102 -0.97
C 1.324 1.033 5.352 -0.007 -0.010 -0.001 -0.73
C 1.217 -1.678 4.573 0.011 0.003 0.010 -0.55
C 2.387 -3.438 -3.248 -0.023 0.022 -0.019 -0.71
C -0.946 -1.604 -0.992 0.038 0.104 0.047 0.44
H 1.838 -2.707 0.506 0.010 -0.001 0.004 0.40
H 0.842 -1.958 -3.563 -0.003 0.003 0.003 0.44
H 1.166 -2.712 4.256 -0.002 0.003 -0.004 0.52
H -2.174 3.949 -0.464 0.029 -0.027 -0.009 0.41
H 1.358 2.075 5.641 -0.005 0.001 -0.003 0.46
H -1.398 1.689 -4.294 0.026 -0.003 0.007 0.30
H -4.680 1.040 -2.085 0.026 0.018 0.025 0.35
H -4.664 -2.291 -0.285 0.001 0.002 0.000 0.39
H 2.535 -3.631 -4.303 0.000 -0.001 0.002 0.38
H -0.234 2.580 -3.295 0.006 -0.005 -0.012 0.31
H -0.704 -3.725 -1.048 0.007 0.005 -0.003 0.50
H -3.816 0.026 -0.370 -0.012 -0.045 0.003 0.67
H -4.190 1.914 -3.533 0.012 -0.011 -0.017 0.37
H 2.450 0.321 7.025 0.001 -0.007 0.000 0.38
H -3.646 3.001 -0.285 -0.004 0.036 0.005 0.25
H -3.465 4.111 -1.650 -0.015 -0.040 -0.035 0.34
H -3.648 0.252 -3.283 -0.019 0.000 0.020 0.35
H -1.663 3.399 -3.936 0.011 0.003 -0.001 0.31
H 2.353 -2.042 6.352 0.001 0.005 0.005 0.38
H 3.893 -4.832 -2.623 -0.001 0.001 0.002 0.38
H -3.104 -4.184 -0.676 -0.001 0.003 0.003 0.36
H 3.562 -4.375 -0.214 -0.001 0.000 -0.001 0.39
```
Forces are in eV/Å.

Total energy: -84438.3075 eV
Orbital gap (alpha / beta): 7.0 / 6.8 eV
LUMO level (alpha / beta): 2.238 / 1.931 eV
M: 679.8 Da
Total charge: -1
Multiplicity: 2
Energy relative to the best compared isomer or geometry (same formula, charge and spin): 19.9 kcal per mole


[2]
Molecular formula: C10H13BrOS
Method: DFT, ωB97M-V/def2-TZVPD

```
26
Properties=species:S:1:pos:R:3:forces:R:3:mulliken_charge:R:1
Br -5.304 -0.637 -0.644 -0.276 -0.286 -0.696 -0.12
S -2.430 -1.020 0.449 -0.896 -0.125 -0.687 -0.06
O -3.404 2.234 -0.246 0.599 0.522 -0.671 -0.56
C 2.546 -1.016 -0.770 1.149 -1.447 0.511 1.05
C 3.800 -1.334 -1.541 0.487 -2.312 0.816 -1.41
C -4.040 -0.255 0.668 1.134 -0.916 -0.374 0.33
C 1.037 -0.889 1.078 2.005 -1.291 2.367 0.03
C -1.225 0.219 0.931 0.449 1.885 -3.111 -0.58
C -4.389 0.480 1.674 -2.292 0.053 1.654 -0.85
C 2.288 -1.301 0.558 0.146 -0.400 0.467 -0.77
C 1.626 -0.360 -1.522 -0.759 0.012 -0.395 -0.80
C 0.423 0.041 -1.010 -0.270 1.570 0.773 -0.54
C 0.115 -0.241 0.379 -1.517 1.786 -3.474 0.22
H -1.227 0.307 1.951 0.218 0.279 2.593 0.60
H 3.680 -1.504 -2.613 -0.486 0.522 0.032 0.40
H 0.821 -0.987 2.146 0.247 -0.454 -0.223 0.32
H -3.459 3.107 0.180 0.357 -0.370 -0.517 0.29
H -5.425 0.768 1.911 0.433 0.150 -0.891 0.29
H -2.634 2.201 -0.857 -0.890 0.546 0.627 0.30
H 2.022 -0.317 -2.520 -1.002 1.062 -0.695 0.31
H 3.018 -1.877 1.189 -0.824 0.795 -0.651 0.30
H -1.439 1.271 0.475 0.086 -2.050 0.893 0.16
H -3.819 0.567 2.543 1.522 0.291 0.978 0.30
H 4.226 -2.329 -1.243 -0.003 1.042 0.252 0.35
H -0.072 0.864 -1.576 -0.465 -1.203 0.408 0.16
H 4.496 -0.540 -1.381 0.849 0.337 0.013 0.28
```
Forces are in eV/Å.

Total energy: -93503.9257 eV
Orbital gap: 8.9 eV
LUMO level: 0.511 eV
M: 261.2 Da
Structure (SMILES): C=C(Br)SCc1ccc(C)cc1.O
Energy relative to the best compared isomer or geometry (same formula, charge and spin): 39.4 kcal per mole


[3]
Molecular formula: C4H12NO
Method: DFT, ωB97M-V/def2-TZVPD

```
18
Properties=species:S:1:pos:R:3:forces:R:3:mulliken_charge:R:1
O -0.983 -0.416 1.668 2.729 -2.491 0.371 -0.59
N -2.664 1.918 0.388 2.036 0.245 1.514 -0.66
C 0.544 -0.584 -1.126 -2.468 4.193 -0.287 0.09
C -0.091 -1.345 -2.079 -0.074 -2.814 1.080 -0.60
C 2.418 0.181 0.340 -1.970 0.524 0.126 -0.90
C 1.394 -0.871 -0.041 2.964 -0.191 -4.164 0.13
H -1.092 -1.049 2.472 0.427 1.526 -2.031 0.35
H 1.698 -1.920 -0.066 -0.356 -0.192 1.231 0.41
H 2.000 0.733 1.190 0.193 0.003 0.532 0.36
H -0.863 -1.025 -2.802 0.889 0.527 0.409 0.30
H -2.291 1.379 1.241 -1.182 1.103 -1.820 0.21
H 2.300 0.999 -0.428 0.696 -0.935 0.491 0.34
H -0.079 -0.721 1.193 -3.450 0.862 2.118 0.33
H 0.222 0.556 -1.262 1.007 -2.259 0.541 0.18
H -2.326 2.910 0.502 -0.894 -1.471 -0.160 0.23
H 3.436 -0.159 0.602 -0.743 -0.056 -0.327 0.34
H -3.672 1.881 0.315 0.114 0.125 0.340 0.23
H 0.050 -2.468 -2.106 0.081 1.301 0.037 0.24
```
Forces are in eV/Å.

Total energy: -7869.1578 eV
Orbital gap: 4.5 eV
LUMO level: -7.858 eV
M: 90.1 Da
Total charge: +1
Energy relative to the best compared isomer or geometry (same formula, charge and spin): 118.4 kcal per mole


[4]
Molecular formula: C4H9NO3
Method: DFT, ωB97M-V/def2-TZVPD

```
17
Properties=species:S:1:pos:R:3:forces:R:3:mulliken_charge:R:1
O 2.030 -0.550 -0.525 1.579 2.346 -1.706 -0.56
O -2.022 -1.307 -0.110 -3.233 1.161 0.321 -0.48
O -2.298 0.915 -0.525 -0.111 -0.063 0.237 -0.55
N 0.102 -0.698 1.416 1.266 -1.896 1.008 -0.79
C 0.377 1.437 0.442 0.456 1.907 1.177 -1.75
C 0.698 -0.495 -1.017 -0.390 -0.211 2.411 -0.99
C -1.614 0.012 -0.144 0.889 -0.944 -0.080 0.00
C -0.133 0.050 0.250 -0.742 0.757 -2.704 1.84
H 0.376 2.069 -0.424 -0.193 -0.039 -1.034 0.38
H -0.186 2.084 1.157 0.434 -0.991 -0.054 0.32
H -3.062 -1.246 -0.098 2.776 -0.359 -0.343 0.37
H 0.465 -1.524 -1.175 -0.592 -0.699 -0.403 0.39
H -0.273 -1.640 1.319 -0.479 0.217 0.044 0.32
H 2.478 0.324 -0.785 -0.853 -2.078 0.708 0.35
H 1.111 -0.916 1.378 -0.353 0.517 0.483 0.33
H 1.447 1.380 0.732 -0.764 0.098 0.300 0.41
H 0.503 0.104 -1.891 0.309 0.277 -0.363 0.41
```
Forces are in eV/Å.

Total energy: -11926.1911 eV
Orbital gap: 10.2 eV
LUMO level: 0.643 eV
M: 119.1 Da
Structure (SMILES): C[C@](N)(CO)C(=O)O
Energy relative to the best compared isomer or geometry (same formula, charge and spin): 31.1 kcal per mole


[5]
Molecular formula: C6H14NS
Method: DFT, ωB97M-V/def2-TZVPD

```
22
Properties=species:S:1:pos:R:3:forces:R:3:mulliken_charge:R:1
S -1.254 -1.366 -0.104 0.855 0.181 -0.360 -0.09
N -1.163 2.154 -0.075 0.225 1.490 -0.377 -0.12
C 0.675 2.334 1.591 -0.146 -0.206 -0.419 -0.98
C -0.371 1.759 0.974 -0.411 -1.331 1.357 0.06
C 0.465 -0.821 -0.358 0.817 0.348 1.037 -0.42
C 1.493 -3.206 -0.520 -1.210 -0.290 -1.305 -1.13
C -2.573 1.687 -0.069 0.850 -0.199 -0.833 -0.90
C 1.375 -1.756 -1.079 1.701 -1.616 -0.394 -0.47
H 1.143 1.849 2.447 -0.143 0.014 -0.395 0.26
H 1.131 3.250 1.236 -0.154 0.137 0.077 0.26
H 2.117 -3.879 -1.167 -0.864 0.670 0.175 0.31
H 0.560 0.109 -0.944 -0.895 -0.015 0.400 0.36
H -2.789 1.008 0.767 0.316 0.427 -0.135 0.35
H 2.413 -1.326 -1.031 -0.914 -0.082 -0.289 0.28
H -0.742 0.747 1.311 0.604 1.317 0.104 0.26
H -3.252 2.528 -0.035 -0.245 0.175 0.010 0.33
H 1.072 -1.815 -2.129 0.154 -0.066 0.037 0.30
H 0.977 -0.586 0.608 -0.892 -0.063 -0.422 0.26
H 1.965 -3.306 0.427 0.277 0.450 1.080 0.32
H -2.729 1.107 -0.994 -0.300 0.282 0.281 0.27
H -0.954 3.122 -0.434 -0.723 -1.585 0.563 0.22
H 0.441 -3.596 -0.420 1.101 -0.037 -0.192 0.29
```
Forces are in eV/Å.

Total energy: -18771.7230 eV
Orbital gap (alpha / beta): 8.9 / 6.0 eV
LUMO level (alpha / beta): 0.925 / -1.944 eV
M: 132.3 Da
Multiplicity: 2
Energy relative to the best compared isomer or geometry (same formula, charge and spin): 18.2 kcal per mole


[6]
Molecular formula: C6H3BInNO8
Method: DFT, ωB97M-V/def2-TZVPD

```
20
Properties=species:S:1:pos:R:3:forces:R:3:mulliken_charge:R:1
In -3.575 0.774 -1.178 -0.351 -0.651 0.055 0.97
O 1.044 2.596 -2.230 -0.412 -0.905 1.350 -0.33
O 2.230 2.764 1.853 1.559 -0.792 2.303 -0.24
O -0.723 0.833 -0.729 4.194 2.109 1.261 -0.48
O 0.962 1.004 0.814 0.209 0.587 -0.816 -0.36
O 3.382 0.780 1.238 -0.438 2.165 1.550 -0.17
O 4.658 0.522 3.100 -2.923 3.333 -1.703 -0.18
O 3.429 3.425 3.688 -1.092 -5.688 -3.956 -0.19
O 2.360 2.393 -0.483 1.483 -0.883 2.400 -0.32
N -4.402 -2.072 -1.020 0.628 -2.956 -1.401 -0.42
C -4.057 -4.518 -1.995 0.159 1.803 0.934 -0.63
C -4.281 -3.175 -1.431 -0.530 3.512 1.491 0.27
C 0.382 1.286 -0.336 -5.889 -4.290 0.732 0.60
C 3.116 2.551 2.827 -0.638 7.964 2.600 0.66
C 1.287 2.157 -1.131 0.677 2.714 -4.581 0.70
C 3.860 1.158 2.418 3.399 -5.864 0.004 0.66
B 2.250 1.719 0.853 -0.004 -0.375 -1.112 0.62
H -3.066 -4.747 -1.603 0.011 -0.596 -0.345 0.27
H -4.822 -5.185 -1.598 0.095 -0.159 -0.571 0.31
H -4.033 -4.267 -3.056 -0.138 -1.028 -0.198 0.27
```
Forces are in eV/Å.

Total energy: -29969.6191 eV
Orbital gap: 2.1 eV
LUMO level: -15.162 eV
M: 342.7 Da
Total charge: +2
Energy relative to the best compared isomer or geometry (same formula, charge and spin): 54.6 kcal per mole